--- a ---
DFT (ωB97M-V with the def2-TZVPD basis set) results for a cluster of 2 separate species, C2H4NO2S in total.

As for the charge: -1. The HOMO-LUMO gap comes out at 5.85 eV. The HOMO energy is -2.215 eV.

The geometry in XYZ format:
```
10
C2H4NO2S (ωB97M-V with the def2-TZVPD basis set)
C 0.501 0.873 -3.724
C 0.324 0.270 0.927
N -1.525 0.312 -1.275
O 1.239 1.581 -3.208
O -0.083 0.150 -4.402
S -0.544 1.355 -0.378
H -0.011 -0.645 0.387
H -0.159 0.413 1.905
H 1.343 0.258 1.095
H -2.446 0.484 -0.785
```

--- b ---
DFT (ωB97M-V with the def2-TZVPD basis set) results for a structure of composition C2H4NO2S.

As for the charge: -1. The HOMO-LUMO gap (alpha / beta) comes out at 6.95 / 6.96 eV. The HOMO energy (alpha / beta) is -3.026 / -3.031 eV.

The geometry in XYZ format:
```
10
C2H4NO2S (ωB97M-V with the def2-TZVPD basis set)
C 0.165 -1.557 -0.627
C 0.744 -0.463 0.074
N 0.748 -1.562 0.705
O -0.641 2.706 1.550
O -1.275 2.077 -0.688
S -1.203 1.651 0.662
H -0.947 -1.483 -0.580
H 0.724 -2.048 -1.471
H 1.565 0.088 -0.267
H 0.121 0.591 0.641
```

Short version: a is the most stable of them.

--- a ---
DFT (ωB97M-V with the def2-TZVPD basis set) results for the ion C6H13N with charge +1.

As for the charge: +1. Its expectation value of S² is 0.754. The spin multiplicity is 2. The HOMO-LUMO gap (alpha / beta) comes out at 12.93 / 9.00 eV. The HOMO energy (alpha / beta) is -15.680 / -16.145 eV.

The geometry in XYZ format:
```
20
C6H13N (ωB97M-V with the def2-TZVPD basis set)
C -1.249 -0.406 -1.697
N -0.513 -0.522 -0.469
C -1.235 -0.691 0.774
C -0.326 -0.096 1.869
C 0.490 0.958 1.124
C 0.600 0.421 -0.337
C 2.003 -0.043 -0.792
H -1.537 0.646 -1.744
H -0.534 -0.579 -2.502
H -2.133 -1.024 -1.761
H -1.466 -1.736 0.996
H -2.156 -0.112 0.662
H -0.990 0.222 2.665
H 0.329 -0.924 2.134
H 1.485 1.045 1.535
H -0.084 1.878 1.070
H 0.338 1.285 -0.954
H 2.678 0.694 -0.367
H 2.244 -0.991 -0.329
H 2.056 -0.023 -1.879
```

--- b ---
DFT (ωB97M-V with the def2-TZVPD basis set) results for the ion C6H13N with charge +1.

As for the charge: +1. Its expectation value of S² is 0.754. The spin multiplicity is 2. The HOMO-LUMO gap (alpha / beta) comes out at 9.20 / 8.97 eV. The HOMO energy (alpha / beta) is -13.982 / -15.209 eV.

The geometry in XYZ format:
```
20
C6H13N (ωB97M-V with the def2-TZVPD basis set)
C -0.036 -2.473 1.079
C -0.692 -2.057 -0.228
C -0.061 -0.838 -0.916
N 1.593 1.760 0.447
C 0.321 1.616 -0.046
C -0.322 0.359 -0.001
C -0.467 2.827 -0.377
H -0.362 -1.807 1.878
H -0.276 -3.470 1.420
H 1.069 -2.338 1.028
H -0.461 -2.897 -0.899
H -1.757 -1.920 -0.056
H -0.375 -0.694 -1.957
H 1.025 -1.096 -1.015
H 1.963 0.807 0.569
H 2.238 2.354 -0.070
H -1.266 0.488 0.494
H -1.067 2.741 -1.286
H 0.210 3.694 -0.416
H -1.276 2.944 0.353
```

Short version: a is the most stable of them.

--- a ---
DFT (ωB97M-V with the def2-TZVPD basis set) results for a cluster of 2 separate species, C7H9NO3S in total.

The HOMO-LUMO gap (alpha / beta) comes out at 6.89 / 6.89 eV. The HOMO energy (alpha / beta) is -7.595 / -7.595 eV.

The geometry in XYZ format:
```
21
C7H9NO3S (ωB97M-V with the def2-TZVPD basis set)
C 2.140 -1.785 -0.758
C 1.503 -0.794 -1.521
C 1.930 -1.688 0.596
C 0.642 0.147 -1.016
C 1.015 -0.777 1.103
C -0.788 2.323 0.166
C -0.473 1.044 0.870
N 0.369 0.150 0.324
O -3.539 0.075 1.186
O -2.605 0.178 -1.114
O -2.132 -1.754 0.331
S -2.613 -0.393 0.198
H 2.793 -2.511 -1.184
H 1.889 -0.632 -2.522
H 2.287 -2.422 1.270
H 0.107 0.780 -1.830
H 0.845 -0.796 2.171
H -1.693 2.172 -0.596
H -1.316 3.140 0.857
H 0.095 2.695 -0.382
H -0.456 0.848 1.853
```

--- b ---
DFT (ωB97M-V with the def2-TZVPD basis set) results for the molecule C7H9NO3S.

The SMILES is CCSCC1=C(N)C(=O)OC1=O. The HOMO-LUMO gap comes out at 8.15 eV. The HOMO energy is -9.047 eV.

The geometry in XYZ format:
```
21
C7H9NO3S (ωB97M-V with the def2-TZVPD basis set)
C -2.008 -0.199 1.790
C -0.789 0.881 1.656
S 0.842 0.189 2.195
C 1.608 -0.826 0.821
C 1.297 -0.043 -0.540
C 0.288 -0.404 -1.475
N -0.607 -1.567 -1.297
C 0.352 0.708 -2.614
O -0.091 0.685 -3.775
O 1.052 1.802 -1.994
C 2.007 1.280 -1.068
O 3.110 1.729 -0.727
H -2.883 0.177 1.153
H -1.656 -1.234 1.443
H -2.309 -0.175 2.896
H -0.824 1.262 0.581
H -0.990 1.801 2.326
H 1.128 -1.867 0.812
H 2.735 -1.008 0.979
H -1.517 -1.252 -0.906
H -0.744 -1.937 -2.254
```

Short version: b is the most stable of them.

--- a ---
DFT (ωB97M-V with the def2-TZVPD basis set) results for a cluster of 2 separate species, BrClOS in total.

The HOMO-LUMO gap (alpha / beta) comes out at 8.37 / 6.71 eV. The HOMO energy (alpha / beta) is -11.161 / -10.279 eV.

The geometry in XYZ format:
```
4
BrClOS (ωB97M-V with the def2-TZVPD basis set)
O -0.332 0.085 1.502
S 0.637 0.101 0.456
Cl -0.578 -2.089 -0.978
Br 0.274 1.902 -0.980
```

--- b ---
DFT (ωB97M-V with the def2-TZVPD basis set) results for the molecule BrClOS.

The HOMO-LUMO gap comes out at 8.81 eV. The HOMO energy is -10.594 eV.

The geometry in XYZ format:
```
4
BrClOS (ωB97M-V with the def2-TZVPD basis set)
O -0.216 -1.533 0.305
S -0.456 -0.136 0.351
Cl 1.155 0.813 1.215
Br -0.484 0.856 -1.872
```

Short version: b is the most stable of them.

--- a ---
DFT (ωB97M-V with the def2-TZVPD basis set) results for a cluster of 4 separate species, C3H13NO3 in total.

The SMILES is C/C=C/N.O.O.O. The HOMO-LUMO gap comes out at 8.53 eV. The HOMO energy is -7.726 eV.

The geometry in XYZ format:
```
20
C3H13NO3 (ωB97M-V with the def2-TZVPD basis set)
C 3.041 -0.651 0.886
C 1.766 0.031 0.425
C 0.869 0.563 1.445
N -0.447 0.855 1.198
H 3.679 -0.669 -0.008
H 3.429 -0.138 1.801
H 2.920 -1.749 1.152
H 1.641 0.456 -0.646
H 1.250 0.696 2.432
H -1.034 0.686 1.968
H -0.688 1.732 0.714
O -1.619 2.064 -0.971
H -1.790 1.373 -1.652
H -1.805 2.832 -1.539
O -1.428 -2.208 -0.347
H -1.117 -1.509 0.103
H -0.543 -2.588 -0.807
O -2.579 -0.309 -2.170
H -3.387 -0.658 -2.450
H -2.159 -0.808 -1.535
```

--- b ---
DFT (ωB97M-V with the def2-TZVPD basis set) results for a cluster of 4 separate species, C3H13NO3 in total.

The SMILES is C=CNC.O.O.O. The HOMO-LUMO gap comes out at 8.14 eV. The HOMO energy is -7.974 eV.

The geometry in XYZ format:
```
20
C3H13NO3 (ωB97M-V with the def2-TZVPD basis set)
C 1.999 0.450 -0.184
C 2.360 0.472 1.103
N 1.777 1.261 2.059
C 2.122 1.270 3.464
H 1.244 1.059 -0.673
H 2.503 -0.232 -0.870
H 3.135 -0.227 1.402
H 1.258 2.046 1.707
H 3.187 1.130 3.602
H 1.803 2.215 3.876
H 1.588 0.475 4.001
O -2.680 -3.086 -2.595
H -3.421 -2.543 -2.296
H -2.136 -2.444 -3.069
O -2.208 -0.290 -3.649
H -2.301 0.152 -2.799
H -2.389 0.402 -4.307
O -1.772 0.350 0.967
H -2.319 0.076 0.233
H -0.874 0.629 0.737
```

--- c ---
DFT (ωB97M-V with the def2-TZVPD basis set) results for a cluster of 3 separate species, C3H13NO3 in total.

The SMILES is NCCCO.O.O. The HOMO-LUMO gap comes out at 10.19 eV. The HOMO energy is -9.620 eV.

The geometry in XYZ format:
```
20
C3H13NO3 (ωB97M-V with the def2-TZVPD basis set)
N 0.540 -0.569 2.893
C 0.006 0.232 1.782
C -0.088 -0.646 0.514
C -0.066 0.163 -0.750
O -0.259 -0.744 -1.882
H 0.750 0.046 3.669
H 1.381 -1.029 2.581
H 0.613 1.119 1.550
H -1.010 0.553 2.018
H 0.698 -1.409 0.547
H -1.044 -1.175 0.546
H -0.926 0.832 -0.762
H 0.777 0.759 -1.051
H 0.661 -0.907 -2.112
O 0.631 -2.201 -6.209
H 0.555 -1.510 -5.541
H 0.290 -2.962 -5.729
O -1.533 3.020 2.624
H -1.195 3.864 2.306
H -0.781 2.562 3.007
```

Short version: c is the most stable of them.

--- a ---
DFT (ωB97M-V with the def2-TZVPD basis set) results for the molecule C4H4O.

The HOMO-LUMO gap comes out at 9.50 eV. The HOMO energy is -10.531 eV.

The geometry in XYZ format:
```
9
C4H4O (ωB97M-V with the def2-TZVPD basis set)
C -0.166 -0.887 -0.748
C -0.038 0.545 -0.280
C -0.186 1.598 -1.042
C 0.250 0.784 1.171
O 0.269 -0.128 1.965
H -0.818 -1.425 -0.055
H 0.819 -1.363 -0.731
H -0.574 -0.949 -1.759
H 0.444 1.824 1.480
```

--- b ---
DFT (ωB97M-V with the def2-TZVPD basis set) results for the molecule C4H4O.

The SMILES is C#CCC=O. The HOMO-LUMO gap comes out at 10.61 eV. The HOMO energy is -9.701 eV.

The geometry in XYZ format:
```
9
C4H4O (ωB97M-V with the def2-TZVPD basis set)
C 1.549 0.454 0.575
C 0.882 -0.501 0.249
C -0.404 -0.946 -0.291
C -0.875 0.539 -0.212
O -1.480 0.996 0.724
H 2.129 1.273 0.929
H -0.326 -1.385 -1.297
H -1.008 -1.579 0.365
H -0.468 1.150 -1.043
```

Short version: b is the most stable of them.